--- 1 ---
Formula: C5H7N
Source: the Open Molecules 2025 dataset
Level of theory: ωB97M-V/def2-TZVPD

XYZ file:
```
13
Properties=species:S:1:pos:R:3:mulliken_charge:R:1
H 2.37 -1.58 0.63 0.2714
N 2.45 -0.70 0.14 -0.6834
C 1.46 0.00 0.03 0.5433
C 0.59 0.96 -0.63 -0.5194
C -0.34 1.39 0.45 -0.7489
C -0.09 -0.06 0.45 0.5605
C -1.12 -1.01 -0.07 -1.2431
H 0.64 1.01 -1.64 0.4003
H -0.10 2.09 1.26 0.2203
H -1.26 1.79 0.11 0.2722
H -2.13 -1.08 0.54 0.2766
H -0.89 -2.08 -0.25 0.3243
H -1.57 -0.72 -1.02 0.3260
```

LUMO energy: 1.03 eV
Kohn-Sham gap: 0.358 Ha
Molecular weight: 81.12 g mol⁻¹
Structure (SMILES): [H]/N=C1/[C@@H]2C[C@]12C

--- 2 ---
Formula: C5H7N
Source: the Open Molecules 2025 dataset
Level of theory: ωB97M-V/def2-TZVPD

XYZ file:
```
13
Properties=species:S:1:pos:R:3:mulliken_charge:R:1
C -0.90 0.77 -0.41 -0.3970
C -0.03 -0.05 -1.29 -0.5781
C 0.70 -0.98 -0.65 -0.2950
C 0.60 -0.97 0.78 -0.3583
N 0.58 0.27 1.48 -0.3761
C -0.74 0.37 0.99 -0.2976
H -1.90 1.02 -0.78 0.3965
H -0.06 1.49 -0.72 0.2059
H -0.03 0.19 -2.35 0.3978
H 1.19 -1.77 -1.20 0.3663
H 0.93 -1.85 1.35 0.3539
H 1.20 0.97 1.09 0.2296
H -1.55 0.53 1.72 0.3522
```

LUMO energy: 1.02 eV
Kohn-Sham gap: 0.337 Ha
Molecular weight: 81.12 g mol⁻¹

--- 3 ---
Formula: C5H7N
Source: the Open Molecules 2025 dataset
Level of theory: ωB97M-V/def2-TZVPD

XYZ file:
```
13
Properties=species:S:1:pos:R:3:mulliken_charge:R:1
C -1.56 -0.04 0.47 -0.5186
C -0.40 -0.91 0.29 -0.2772
C 0.44 -0.29 -0.87 -0.0639
C 1.39 0.17 0.21 -0.5194
N 0.18 0.20 1.11 -0.4292
C -0.43 0.94 -1.09 -0.4761
H -2.29 0.20 -0.30 0.3788
H -1.90 0.09 1.49 0.3210
H -0.30 -1.94 0.65 0.4034
H 0.72 -0.83 -1.78 0.4671
H 1.92 1.12 0.06 0.2721
H 2.09 -0.58 0.63 0.2928
H 0.14 1.86 -0.87 0.1491
```

LUMO energy (spin up / spin down): -0.40 / -0.34 eV
Kohn-Sham gap (spin up / spin down): 0.276 / 0.283 Ha
Molecular weight: 81.12 g mol⁻¹

--- 4 ---
Formula: C5H7N
Source: the Open Molecules 2025 dataset
Level of theory: ωB97M-V/def2-TZVPD

XYZ file:
```
13
Properties=species:S:1:pos:R:3:mulliken_charge:R:1
C 1.99 -0.51 0.00 -1.0296
C 0.54 -0.12 -0.03 0.3219
C 0.05 1.15 -0.05 -0.4341
C -1.53 0.71 0.01 -0.5491
C -1.62 -0.95 -0.01 -0.1045
N -0.37 -1.25 -0.01 -0.5534
H 2.17 -1.37 -0.63 0.3159
H 2.28 -0.76 1.02 0.2368
H 2.61 0.32 -0.34 0.3109
H 0.44 2.13 -0.07 0.4270
H -1.96 1.07 0.94 0.2989
H -2.10 1.14 -0.81 0.3471
H -2.49 -1.57 0.00 0.4120
```

LUMO energy: 1.05 eV
Kohn-Sham gap: 0.372 Ha
Molecular weight: 81.12 g mol⁻¹
Structure (SMILES): CC1=CCC=N1

Comparing the structures above, 4 comes out on top by 148.3 kJ/mol.